# 1
Formula: C29H32BF5O2
Source: OMol25
Level of theory: ωB97M-V/def2-TZVPD

The geometry in XYZ format:
```
69
Properties=species:S:1:pos:R:3:forces:R:3
F 1.09128 -7.84966 1.64300 -0.33 0.97 -0.41
F 6.87750 4.66959 -0.06756 -0.16 -1.06 -0.07
F -4.58520 -7.45311 0.70746 0.57 0.84 -0.34
F 7.13543 2.71735 0.91160 -0.30 0.51 -0.78
F 7.18248 2.86131 -1.28174 -0.33 0.40 0.83
O 0.00508 3.18133 0.83908 0.30 0.24 -1.09
O 0.14553 3.57661 -1.47387 0.13 -0.22 1.03
C -5.00761 -3.87925 0.60015 -0.15 -0.10 -0.12
C -0.19741 -1.44945 1.00114 0.54 0.78 1.01
C 2.30741 -6.15533 0.56190 -0.07 0.72 -0.33
C -0.22258 5.87876 -0.88812 0.13 -0.04 0.12
C 6.56411 3.33703 -0.16167 0.63 0.05 0.02
C 5.07522 3.12185 -0.20870 0.14 -0.12 0.01
C 1.10592 -4.19555 -0.21077 -0.47 0.18 0.41
C -0.85914 4.48442 -0.97672 -0.36 0.17 0.34
C -2.33529 2.83523 0.40822 -0.12 -0.14 -0.17
C 2.29672 2.92179 -0.28896 0.45 -0.46 0.00
C 1.08196 -6.61091 1.02854 1.00 -0.71 0.36
C -1.53498 4.86887 1.56394 0.06 0.33 -0.02
C -3.70184 -3.45825 0.40012 0.07 -0.50 0.17
C -1.21324 3.86932 0.46700 -0.48 -0.06 -0.31
C 2.28764 -4.89191 -0.06272 0.02 -0.56 0.27
C 3.04023 3.00787 -1.47694 0.17 0.07 0.04
C -2.97340 -5.74104 0.30341 0.08 -0.03 0.04
C -4.28249 -6.11489 0.56774 -0.87 -0.23 0.22
C 2.98228 2.86390 0.93453 0.09 0.04 0.01
C -0.12751 -4.63239 0.34837 1.86 -0.11 -0.65
C -0.10175 -5.90486 0.97437 -0.30 0.19 0.41
C -0.16532 -1.36719 -1.48648 -0.05 -0.64 -0.96
C -5.34212 -5.23452 0.72409 0.29 0.37 0.03
C -1.99294 4.52631 -1.98027 -0.42 0.00 0.07
C 4.36793 2.96543 0.98023 -0.10 0.04 -0.12
C 4.42676 3.10793 -1.44053 -0.15 0.01 0.10
C -2.60798 -4.36264 0.30962 -2.23 0.97 -0.12
C -0.89530 -1.91262 -0.25253 -0.82 1.64 1.83
C -1.28470 -3.80486 0.23737 0.36 -0.35 -1.19
B 0.76243 3.11412 -0.31872 0.05 0.40 0.10
H -1.21141 -3.03822 -0.71162 -0.14 -2.17 -0.52
H 0.21334 6.15812 -1.85872 -0.22 -0.18 0.24
H -1.70761 4.34308 2.51290 0.12 0.08 -0.28
H -0.22192 -2.03006 -2.36051 -0.01 0.20 0.17
H -0.31559 -2.08399 1.88898 -0.04 0.21 -0.48
H -1.86788 -1.40904 -0.24366 -0.06 -0.86 -0.08
H -0.95833 -6.34706 1.48972 0.42 0.32 -0.27
H -0.71682 5.58372 1.70124 -0.19 -0.14 0.04
H -5.79634 -3.13543 0.68374 0.13 -0.08 -0.01
H -2.31490 -6.57894 0.09676 0.14 0.43 0.12
H -3.47141 -2.40128 0.33743 -0.29 -0.05 0.16
H 0.58822 5.91426 -0.14621 -0.21 -0.04 -0.14
H 2.44259 2.77641 1.88050 0.00 0.04 -0.40
H -0.59085 -0.41033 -1.78045 -0.39 0.00 0.08
H 2.54858 3.03386 -2.45231 -0.02 0.01 0.41
H -3.29998 3.32099 0.20937 0.22 -0.13 0.00
H -2.15061 2.09146 -0.37781 -0.03 0.13 0.15
H 3.21561 -4.44705 -0.41496 -0.15 -0.17 -0.06
H 0.87355 -1.13992 -1.29375 0.34 -0.34 0.19
H -2.45543 3.54468 -2.12435 0.15 0.17 -0.03
H -0.57948 -0.43897 1.24896 0.06 -0.40 -0.07
H -6.36400 -5.56563 0.94956 0.64 0.07 -0.15
H 4.99406 3.18915 -2.36361 -0.05 0.01 0.19
H -2.41527 2.31136 1.37069 0.12 0.17 -0.22
H -2.45113 5.42195 1.32469 0.16 -0.05 -0.01
H -0.98235 6.62116 -0.61798 0.19 -0.08 -0.01
H 3.24404 -6.70786 0.68129 -0.58 0.07 0.01
H 1.08583 -3.23385 -0.71652 0.38 -0.29 0.08
H -2.77107 5.22393 -1.64671 0.10 -0.12 -0.03
H 0.86305 -1.28431 0.80673 0.06 -0.32 0.18
H -1.61838 4.89029 -2.94392 -0.01 -0.13 0.20
H 4.88679 2.93693 1.93499 -0.04 0.03 -0.21
```
Forces are in eV/Å.

molecular weight: 518.4 Da
energy relative to the best compared isomer or geometry (same formula, charge and spin): 325.8 kJ/mol
E_LUMO: 0.109 eV
F_max: 2.59 eV Å⁻¹
net charge: 0



# 2
Formula: C29H32BN9O2RuS3
Source: OMol25
Level of theory: ωB97M-V/def2-TZVPD

The geometry in XYZ format:
```
77
Properties=species:S:1:pos:R:3:forces:R:3
Ru 0.94645 -0.65791 0.91097 -0.07 0.09 -0.46
S 2.76967 -1.47286 -0.31997 -0.84 0.54 -0.84
S -1.00173 -0.97737 2.28259 -0.23 -0.02 0.01
S -0.22519 -1.26565 -1.02056 0.18 -0.38 -0.31
O 0.59173 1.27638 -0.22153 -0.27 0.11 0.06
O -0.73606 3.08063 -2.91527 0.04 -0.01 -0.59
N -1.43303 -3.44855 1.11308 -0.20 -1.05 -0.38
N -1.93280 2.98343 -0.51477 -0.28 -0.36 0.25
N 2.56841 -0.87605 2.38413 -0.18 0.58 0.10
N 0.57275 -3.31906 -2.71371 0.44 -0.18 -0.39
N 4.55565 -3.09850 0.62413 0.04 -0.26 -0.83
N 3.54188 -1.80331 2.18943 0.01 0.00 1.80
N -3.25797 -2.39501 1.59437 -0.21 -0.31 0.07
N 0.29253 -3.94713 -0.65789 0.05 -0.70 0.24
N 0.80378 1.12711 2.68144 -0.63 0.63 0.27
C -0.31103 3.33531 -4.26210 0.79 -0.02 0.41
C 3.11980 3.80645 0.09824 0.71 0.63 0.32
C 1.13721 2.43417 -0.20865 0.31 1.03 0.09
C -4.19138 -1.39685 2.11827 1.57 0.58 -0.18
C -3.61708 -3.61805 1.04213 -0.83 0.70 0.39
C 2.37408 4.97699 0.36892 0.47 0.20 -0.04
C -1.52678 2.00881 -2.72562 0.04 0.34 0.62
C -0.98483 3.80489 -0.10335 -1.17 -0.21 0.25
C 0.05425 3.07663 3.86696 -1.12 -0.26 -0.51
C -0.08890 2.11371 2.86632 1.05 0.04 -0.02
C -2.79584 0.81390 -1.06451 -0.80 -0.69 0.23
C 1.80467 1.04318 3.56089 0.54 0.00 0.32
C -1.92389 1.09727 -3.67681 0.22 -0.51 -0.27
C 0.75840 -2.52315 -3.92362 -0.65 0.49 -0.25
C -2.49717 -4.27291 0.73985 0.94 0.62 0.07
C -2.71845 0.00445 -3.30982 0.13 0.58 -0.48
C 3.65391 -2.17265 0.98305 0.88 -0.81 -0.56
C 1.03864 4.88448 0.23346 -0.18 0.79 0.22
C 0.68087 -5.07728 -1.36381 0.03 1.20 -0.78
C 0.38271 3.68468 -0.08548 0.56 -1.37 -0.32
C -3.14711 -0.14146 -2.02150 -0.44 -0.65 1.05
C 2.55794 2.61716 -0.21295 -0.73 -1.56 -0.02
C 2.73105 -0.07475 3.37588 -0.61 0.19 -0.59
C 1.10088 3.00071 4.73611 1.30 0.26 1.16
C 0.25042 -2.89037 -1.47841 -0.02 -0.45 0.34
C -2.03005 1.87441 -1.41762 0.91 0.88 -0.21
C 0.87576 -4.66214 -2.65644 -0.44 -0.19 0.50
C -1.90495 -2.31989 1.64329 -0.32 -0.49 -0.50
C 2.02495 1.97292 4.57651 -0.37 -0.34 -0.30
B 0.01597 -3.93653 0.88397 0.25 1.08 -0.11
H 0.39870 5.74935 0.36801 0.16 0.12 0.07
H -4.12451 -1.39128 3.19072 -0.24 -0.06 0.52
H 0.20345 -5.01267 1.32249 0.03 -0.39 0.13
H 4.60693 -3.36102 -0.35442 0.08 0.01 0.49
H 0.79176 -6.06247 -0.93251 -0.07 0.31 0.11
H -1.59966 1.20710 -4.70269 -0.05 -0.03 0.03
H 2.83705 5.92239 0.65106 0.03 -0.39 -0.15
H 0.20476 4.29657 -4.24109 -0.04 -0.24 0.01
H 0.71846 -3.07623 1.36755 0.35 0.02 0.17
H 2.88379 1.87246 5.22588 -0.05 -0.03 0.03
H -2.35258 -5.21809 0.24950 0.09 -0.06 0.13
H -5.18973 -1.56766 1.78271 -0.50 -0.25 -0.28
H 3.57354 -0.16851 4.03420 0.37 -0.26 0.15
H -1.41639 4.69489 0.38146 0.28 -0.31 -0.31
H 1.65609 -1.92667 -3.86013 0.34 0.04 0.08
H -0.89432 2.20029 2.16335 -0.26 -0.27 -0.27
H -3.16393 0.75971 -0.04108 0.03 -0.10 -0.20
H -3.81241 -0.42722 1.77283 -0.41 -0.10 0.06
H 0.79759 -3.16136 -4.80846 0.08 -0.11 0.35
H 5.13567 -3.59333 1.28239 -0.09 0.21 0.16
H 0.35308 2.54619 -4.63549 0.07 0.14 0.29
H -2.84067 3.21774 -0.15725 -0.34 0.28 -0.08
H -0.08195 -1.83624 -4.06885 0.07 -0.16 0.21
H -3.04267 -0.67857 -4.07278 -0.01 -0.26 -0.18
H -4.64611 -3.91024 0.94413 -0.09 0.07 -0.02
H 3.14917 1.70615 -0.38933 -0.13 0.55 0.14
H -1.13745 3.38279 -4.93247 -0.84 0.22 -0.42
H 1.26398 3.71181 5.56785 -0.33 -0.36 -0.71
H 4.19441 3.84598 0.19179 0.19 0.07 -0.11
H 1.12468 -5.21112 -3.54817 0.08 0.01 0.05
H -0.71917 3.82698 3.96670 0.11 0.08 -0.01
H -3.75165 -1.00795 -1.71752 0.24 0.49 -0.23
```
Forces are in eV/Å.

molecular weight: 746.7 Da
multiplicity: 5
energy relative to the best compared isomer or geometry (same formula, charge and spin): 0.0 kJ/mol
E_LUMO (spin up / spin down): -6.453 / -7.729 eV
F_max: 1.80 eV Å⁻¹
<S²>: 6.03
net charge: +2



# 3
Formula: C29H32BaN4Si
Source: OMol25
Level of theory: ωB97M-V/def2-TZVPD

The geometry in XYZ format:
```
67
Properties=species:S:1:pos:R:3:forces:R:3
Ba -0.08485 -0.15442 0.22286 3.14 0.21 0.53
Si 2.34832 -0.06722 -2.12697 -0.29 0.04 -0.33
N -2.02032 -1.80875 0.88942 -0.90 -0.03 0.03
N -0.70932 2.45551 1.11587 -0.18 -0.17 -0.22
N -2.28233 0.89081 -0.72060 -0.97 -0.28 -0.06
N -1.00302 -1.60466 -1.91418 -0.35 0.18 -0.01
C 1.76663 -0.26364 2.26857 -0.01 0.04 0.34
C -3.03256 -1.95807 -3.10026 0.06 -0.01 0.01
C 5.43477 -0.71908 5.52176 0.02 0.01 0.00
C 3.53027 -1.57397 -2.11642 0.10 -0.12 0.08
C -2.61536 -3.24219 -3.42380 -0.20 0.00 -0.11
C 2.77309 -0.12955 2.96049 -0.04 0.08 -0.06
C -0.17529 3.00192 2.20351 -0.06 0.18 0.02
C -3.20418 -3.86518 1.08348 0.21 0.07 0.00
C -3.17305 -1.16434 0.62384 0.23 0.44 -0.25
C -1.75479 3.03741 0.52026 -0.11 -0.27 -0.26
C 6.28351 0.35933 5.30591 -0.06 -0.01 -0.04
C -1.74088 4.79404 2.12629 -0.15 0.09 -0.08
C 1.84871 -0.07717 -3.99735 -0.21 0.00 0.01
C 4.29200 -0.87779 4.75466 -0.05 -0.04 0.01
C 3.96144 0.03696 3.74783 0.05 -0.06 0.07
C -1.38844 -3.69544 -2.97860 0.20 0.02 0.15
C -0.61064 -2.83942 -2.20865 -0.28 0.00 -0.37
C -3.14428 0.37353 0.39835 0.22 -0.36 -0.49
C -2.30961 4.20986 0.99807 0.05 0.06 0.12
C -2.03073 -3.11792 1.09891 -0.41 -0.10 0.05
C 5.97140 1.27341 4.30771 0.01 -0.01 0.01
C 3.55690 1.41286 -2.13270 0.16 0.08 0.09
C -2.18985 -1.16089 -2.34169 -0.13 0.45 0.27
C -4.38147 -1.83605 0.59534 0.04 -0.07 -0.01
C -2.57120 0.31623 -2.07347 0.15 -0.09 0.53
C -2.27964 2.37585 -0.75496 -0.05 -0.46 0.13
C 4.82869 1.11502 3.53999 -0.02 0.05 -0.07
C -4.39035 -3.20564 0.83308 -0.20 -0.01 -0.03
C -0.66337 4.18858 2.74080 0.16 -0.16 0.02
H 1.28838 0.83268 -4.24817 0.03 -0.03 -0.01
H 4.00878 -1.72085 -1.14334 -0.01 0.02 -0.03
H -2.14998 5.71564 2.52069 0.01 -0.01 0.00
H -3.25160 -3.87934 -4.02535 0.02 0.00 0.01
H -0.19996 4.60950 3.62199 -0.03 0.02 -0.01
H 7.17746 0.48320 5.90380 0.00 0.00 0.00
H 0.36577 -3.14641 -1.84759 0.01 0.10 0.03
H 3.63334 -1.72006 4.92472 0.01 0.01 0.00
H -1.62124 2.66909 -1.57569 0.01 -0.01 -0.02
H 0.66072 2.46558 2.64387 -0.02 -0.01 -0.02
H 2.70799 -0.13256 -4.67794 0.02 0.00 0.07
H 2.99298 -2.50141 -2.35167 0.01 0.03 -0.01
H -1.07701 -3.59721 1.29282 0.03 0.10 0.01
H 3.02349 2.35063 -2.32160 0.02 -0.02 -0.02
H 1.19141 -0.92538 -4.23166 0.04 0.03 0.00
H -1.02569 -4.68602 -3.21564 -0.04 0.00 -0.02
H -3.28329 2.75276 -0.99274 -0.01 0.12 0.08
H -5.29799 -1.30097 0.38610 -0.01 -0.02 0.00
H -3.62698 0.47963 -2.32277 -0.04 -0.15 -0.09
H 4.31957 -1.45419 -2.86948 -0.01 -0.02 0.02
H -2.78073 0.82483 1.33146 -0.05 0.04 -0.21
H 4.59715 1.82534 2.75620 -0.01 -0.01 0.01
H 4.31947 1.29437 -2.91318 -0.02 0.03 0.02
H 5.66355 -1.44517 6.29263 0.01 0.01 0.00
H -3.16107 4.66025 0.50523 0.00 0.00 0.00
H -5.32596 -3.75046 0.81374 0.01 0.01 0.00
H 4.07399 1.52568 -1.17426 -0.02 -0.02 -0.03
H 6.62482 2.11668 4.11922 0.01 -0.01 0.01
H -3.98863 -1.57914 -3.43733 0.00 -0.02 0.00
H -3.17062 -4.93034 1.26337 -0.03 0.00 0.00
H -4.17706 0.70910 0.24976 -0.06 -0.03 0.06
H -1.97767 0.89592 -2.78459 0.01 0.09 0.05
```
Forces are in eV/Å.

molecular weight: 602.0 Da
energy relative to the best compared isomer or geometry (same formula, charge and spin): 74.7 kJ/mol
E_LUMO: -0.482 eV
F_max: 3.19 eV Å⁻¹
net charge: 0



Calculated electronic energy (eV), listed in the same order as above: -48950.214, -83849.389, -45121.784